The following is a quantum chemistry calculation of a 2-piece molecular cluster, C4H11NO overall in a non-equilibrium geometry, from OMol25.

```
! RIJCOSX wB97M-V def2-TZVPD def2/J DEFGRID3
* xyz 0 1
O -1.34 -1.61 1.66
N 1.32 -0.04 -0.13
C 0.52 0.71 0.91
C -0.73 -0.90 -1.31
C 0.56 -1.19 -0.54
C -0.26 1.93 0.40
H -0.74 2.52 1.18
H 0.09 -1.70 0.35
H 1.19 -1.92 -1.05
H 2.07 -0.41 0.45
H -1.38 -0.24 -0.74
H -1.00 1.60 -0.33
H 0.43 2.57 -0.15
H 1.32 1.06 1.57
H -0.54 -0.53 -2.32
H -0.20 -0.01 1.40
H -1.30 -1.82 -1.34
*
```

Properties
M in g mol⁻¹: 89.1
Gap between HOMO and LUMO in eV: 6.8
LUMO level in eV: -3.205
DFT total energy in a.u.: -288.74120
Relative energy (zero: lowest compared OMol25 entry of this formula, charge and spin) in kcal/mol: 173.1

Löwdin atomic charge list, values in e, 4 entries: atom 1 (O): -0.17, atom 2 (N): -0.02, atom 3 (C): -0.24, atom 4 (C): -0.09